{"formula": "C12H24As3F18O12Tl", "method": "ωB97M-V with the def2-TZVPD basis set", "symbols": ["Tl", "As", "As", "As", "F", "F", "F", "F", "F", "F", "F", "F", "F", "F", "F", "F", "F", "F", "F", "F", "F", "F", "O", "O", "O", "O", "O", "O", "O", "O", "O", "O", "O", "O", "C", "C", "C", "C", "C", "C", "C", "C", "C", "C", "C", "C", "H", "H", "H", "H", "H", "H", "H", "H", "H", "H", "H", "H", "H", "H", "H", "H", "H", "H", "H", "H", "H", "H", "H", "H"], "xyz": [[0.226, 1.137, 0.839], [3.360, -0.419, 3.690], [-2.586, -2.011, -0.633], [1.312, -0.334, -3.145], [-3.619, -3.338, -0.924], [1.736, -1.913, -2.723], [2.134, 0.346, 2.644], [-1.513, -0.660, -0.235], [4.459, -1.176, 4.758], [2.900, 0.174, -2.778], [2.715, 0.545, 4.964], [-0.291, -0.773, -3.496], [1.740, -0.462, -4.787], [0.819, -0.072, -1.449], [0.890, 1.354, -3.420], [2.159, -1.626, 4.033], [-1.191, -2.935, -0.950], [4.515, 0.766, 3.291], [3.873, -1.362, 2.352], [-3.953, -1.020, -0.353], [-2.600, -1.550, -2.266], [-2.523, -2.434, 1.040], [1.032, -3.708, 1.683], [-3.391, 0.953, -1.275], [-2.726, 1.814, -3.110], [-1.656, 0.409, 2.835], [-3.311, -0.570, 3.975], [0.863, -1.532, 1.170], [3.492, 2.402, -1.741], [1.438, 2.768, -1.085], [2.292, 3.814, -2.839], [-1.412, -0.442, 4.876], [1.644, -2.961, -0.288], [-1.421, 1.858, -1.310], [-2.084, -0.173, 3.814], [1.199, -2.683, 0.893], [-4.594, 0.550, -1.936], [2.334, 2.952, -1.873], [-4.289, -0.266, 2.956], [2.223, -4.232, -0.596], [-2.463, 1.579, -1.859], [-1.869, 2.606, -3.904], [-0.024, -0.095, 5.000], [4.657, 3.038, -2.232], [0.230, -3.592, 2.872], [1.087, 4.610, -2.934], [0.137, -4.573, 3.329], [1.147, 5.287, -3.775], [0.242, 3.933, -3.041], [4.816, 2.863, -3.293], [-5.235, -0.541, 3.406], [-4.466, -0.453, -2.321], [-0.843, 2.243, -3.928], [0.490, 0.332, 4.148], [-1.854, 3.634, -3.538], [-4.271, 0.773, 2.643], [5.479, 2.618, -1.664], [0.659, -2.885, 3.570], [-2.268, 2.545, -4.909], [2.596, -4.742, 0.288], [0.068, 0.653, 5.797], [-0.785, -3.336, 2.591], [1.503, -4.848, -1.137], [4.620, 4.113, -2.060], [0.932, 5.181, -2.014], [-4.894, 1.286, -2.675], [-4.097, -0.906, 2.118], [0.501, -0.972, 5.363], [-5.344, 0.546, -1.150], [3.053, -4.084, -1.283]], "forces_ev_per_angstrom": [[-0.054, -2.694, -2.107], [0.709, -0.822, 0.588], [0.372, -1.033, 0.306], [-0.120, 0.662, -0.479], [-0.277, -0.426, -0.182], [0.103, -0.887, -0.108], [-0.854, 1.022, -1.095], [0.354, 0.860, 0.400], [0.084, -0.171, 0.132], [0.511, 0.132, 0.335], [-0.064, 0.304, 0.199], [-0.590, -0.079, -0.020], [0.158, -0.313, -0.610], [-0.021, 0.378, 1.160], [0.050, 0.200, 0.038], [0.042, -0.207, 0.038], [0.668, -0.563, 0.174], [-0.020, 0.638, -0.223], [-0.068, -0.169, -0.359], [-0.458, -0.774, 1.476], [-0.110, 0.486, -0.838], [0.031, -0.019, 0.671], [0.120, -0.094, 0.397], [-0.819, 0.278, 1.356], [-0.005, 0.319, -0.629], [0.417, 1.112, -2.340], [-0.636, 0.267, -0.116], [-0.715, 1.112, 1.332], [0.331, -0.685, 0.913], [-2.430, -0.407, 1.745], [-0.748, 1.409, -0.991], [0.674, -0.366, 0.719], [0.732, 0.451, 0.079], [2.810, 1.362, 1.334], [0.216, -0.139, 0.690], [-0.360, -0.570, -1.550], [-1.053, 0.561, -0.227], [1.791, 0.113, 0.013], [0.031, -0.424, 0.033], [0.193, -0.768, -0.427], [-1.089, -1.190, -1.030], [0.879, 0.490, -0.563], [0.618, 0.530, 1.255], [0.691, 0.404, -0.399], [-0.725, 0.005, 0.390], [-0.551, -0.424, 0.542], [0.575, -0.123, -0.226], [0.422, -0.150, -0.175], [0.117, 0.082, -0.097], [-0.183, -0.166, -0.036], [-0.077, 0.150, 0.051], [-0.079, 0.319, -0.378], [-0.186, -0.316, 0.194], [-0.604, -0.377, -0.400], [-0.274, 0.025, -0.073], [0.124, 0.131, 0.206], [0.010, -0.114, 0.005], [0.029, 0.001, -0.111], [-0.147, 0.152, -0.007], [-0.165, 0.056, 0.063], [-0.323, -0.104, -0.120], [-0.083, 0.420, -0.211], [-0.202, 0.131, 0.334], [-0.080, -0.022, 0.046], [0.226, -0.053, -0.085], [0.164, -0.064, -0.204], [0.060, -0.204, -0.534], [-0.131, -0.037, -0.292], [0.035, -0.098, -0.087], [-0.049, 0.490, 0.120]], "e_tot_ev": -273529.5040, "orbital_gap_ev": 4.01, "fmax_ev_per_a": 3.4, "e_homo_ev": -11.71, "total_charge": 0, "relative_energy_ev": 2.0746, "multiplicity": 1, "lumo_ev": -7.6984}


{"formula": "C30H51B2N2O32P4Zr", "method": "ωB97M-V with the def2-TZVPD basis set", "symbols": ["Zr", "P", "P", "P", "P", "O", "O", "O", "O", "O", "O", "O", "O", "O", "O", "O", "O", "O", "O", "O", "O", "O", "O", "O", "O", "O", "O", "O", "O", "O", "O", "O", "O", "O", "O", "O", "O", "N", "N", "C", "C", "C", "C", "C", "C", "C", "C", "C", "C", "C", "C", "C", "C", "C", "C", "C", "C", "C", "C", "C", "C", "C", "C", "C", "C", "C", "C", "C", "C", "B", "B", "H", "H", "H", "H", "H", "H", "H", "H", "H", "H", "H", "H", "H", "H", "H", "H", "H", "H", "H", "H", "H", "H", "H", "H", "H", "H", "H", "H", "H", "H", "H", "H", "H", "H", "H", "H", "H", "H", "H", "H", "H", "H", "H", "H", "H", "H", "H", "H", "H", "H", "H"], "xyz": [[0.864, -0.855, -0.982], [3.050, 1.078, 1.198], [-2.762, -0.601, -1.446], [3.449, -1.880, -1.658], [-0.252, -1.315, 2.425], [0.766, -0.387, 3.185], [3.495, -4.605, -7.515], [5.190, -3.094, -5.627], [-4.552, 4.769, 4.225], [-0.038, 0.861, -5.652], [0.100, -1.501, 1.017], [-1.141, 4.502, 1.264], [-3.297, -2.058, -1.798], [-0.402, 1.210, 0.574], [0.076, -0.934, -3.422], [-3.224, 4.132, 2.529], [-1.196, 4.141, 3.715], [2.492, -0.728, -2.182], [-1.996, 4.821, 5.703], [-1.530, 2.384, 2.126], [3.477, -1.636, -5.724], [0.242, 3.931, -0.406], [-1.649, -0.619, 2.609], [2.377, -2.096, -0.513], [3.632, -3.045, -2.604], [-1.305, -0.570, -1.349], [2.014, 0.430, 0.395], [-3.511, -0.121, -0.145], [4.910, -1.606, -1.295], [2.484, 2.389, 1.899], [-0.321, -2.668, 3.233], [1.267, -2.207, -4.832], [3.634, 0.221, 2.369], [1.447, -0.592, -6.566], [-3.349, 0.345, -2.564], [4.331, 1.558, 0.428], [2.056, -2.910, -7.067], [-0.021, -3.000, -1.408], [0.830, 1.323, -1.968], [-2.756, 0.284, -3.894], [0.948, 3.466, -3.405], [-3.480, 4.462, 3.794], [0.869, 2.260, -2.617], [0.556, -1.169, -4.509], [-0.478, 3.645, 0.504], [3.857, 3.282, -1.221], [3.207, -3.599, -6.949], [3.948, -1.167, 2.135], [4.334, 1.863, -0.975], [-0.801, -5.474, -1.369], [4.462, -1.744, 3.435], [-3.428, 1.320, -4.760], [-4.437, 2.122, -0.044], [-4.743, 0.657, -0.190], [4.112, -2.776, -6.004], [-0.367, -4.082, -1.409], [0.762, -0.173, 4.589], [-4.975, -3.609, -2.507], [-2.423, -0.614, 3.813], [0.360, -4.912, 3.541], [0.512, 1.280, 4.967], [3.403, 3.197, 2.670], [-4.711, -2.241, -1.924], [0.840, -3.531, 3.154], [2.600, 4.290, 3.315], [-3.841, -0.292, 3.391], [0.585, -0.178, -5.698], [-2.148, 4.494, 4.568], [-0.818, 2.234, 1.033], [-1.807, 3.834, 2.388], [2.081, -1.861, -6.048], [5.260, -1.147, 3.872], [-2.089, 0.083, 4.583], [-1.828, -5.535, -1.725], [2.095, 5.059, 2.723], [-3.995, 2.453, 0.892], [4.756, -2.784, 3.293], [3.648, -1.787, 4.168], [-4.593, -3.646, -3.527], [5.335, 1.643, -1.338], [3.677, 1.183, -1.522], [3.079, -1.727, 1.782], [-6.062, -3.693, -2.583], [1.435, 1.821, 4.768], [-3.680, 2.407, -0.786], [-4.539, -0.431, 4.217], [-1.732, 0.644, -3.814], [-4.427, 1.034, -5.100], [1.718, -0.394, 5.076], [1.248, -3.563, 2.138], [-0.215, -6.096, -2.043], [1.607, 4.203, -2.956], [-2.377, -1.627, 4.221], [-3.919, 0.736, 3.029], [0.166, -4.870, 4.618], [1.646, -3.150, 3.783], [-4.161, -0.887, 2.535], [-0.313, 1.717, 4.411], [-0.573, -5.232, 3.081], [-4.567, -4.436, -1.931], [2.843, 3.394, -0.825], [1.104, -5.690, 3.374], [3.209, 4.850, 4.030], [0.280, 1.332, 6.032], [3.905, 2.607, 3.439], [-5.299, 2.709, -0.365], [1.264, 3.309, -4.438], [4.687, -1.234, 1.329], [-5.225, -2.084, -0.970], [1.740, 3.909, 3.874], [-5.200, -1.477, -2.538], [-3.443, 2.341, -4.381], [-2.784, -0.728, -4.293], [-0.637, -5.790, -0.341], [-0.041, 3.901, -3.564], [4.475, 4.038, -0.729], [-5.233, 0.495, -1.149], [0.105, -0.888, 5.092], [-5.322, 0.212, 0.618], [3.818, 3.535, -2.281], [4.168, 3.544, 1.975], [-2.873, 1.407, -5.699]], "forces_ev_per_angstrom": [[2.649, 0.249, -1.053], [0.763, 0.762, 0.128], [-0.662, 0.536, -0.079], [4.422, -3.092, -2.273], [-0.361, 1.244, 0.769], [0.795, -0.212, -0.418], [-0.107, -0.266, -0.183], [0.413, -0.061, -0.240], [0.071, -0.228, 0.038], [0.024, -0.059, -0.601], [0.000, -0.250, -0.181], [-0.168, 0.503, 0.267], [0.150, 0.398, 0.169], [-0.590, -0.092, 0.004], [-0.479, -0.087, -0.052], [0.191, -0.175, -0.044], [-0.181, 0.143, -0.353], [-0.653, 2.156, -1.610], [-0.054, -0.021, 0.431], [-0.590, -0.165, -0.002], [-0.492, -0.184, 0.150], [-0.019, -0.031, -0.044], [0.441, -0.403, -0.127], [-1.212, -1.587, 2.854], [-2.517, 0.116, 0.027], [-0.381, -0.232, 0.553], [-0.298, 0.004, -0.183], [0.307, -0.255, -0.524], [-1.893, 2.312, 1.830], [0.071, -0.806, 0.158], [0.043, 0.250, -0.087], [-0.220, 0.344, -0.095], [-0.481, 0.302, 0.211], [-0.041, -0.286, -0.106], [-0.050, -0.401, 0.176], [-0.145, -0.268, 0.206], [-0.090, -0.428, 0.383], [0.019, 0.453, 0.075], [-0.243, -0.182, -0.131], [0.514, 1.683, -0.072], [-0.347, 0.651, -0.948], [-0.548, 0.550, 0.000], [0.169, 0.047, -0.110], [1.228, -0.525, -0.084], [-0.310, 0.184, 0.091], [-0.082, 0.300, 0.431], [-0.222, 0.618, 0.060], [0.686, -0.733, -0.166], [-0.330, -0.037, -1.102], [0.274, 0.342, -0.243], [-0.639, -0.094, 0.228], [-0.532, -0.316, -1.356], [0.547, 0.511, -0.802], [0.349, -0.148, 0.162], [0.352, -0.030, 0.329], [-0.046, -0.727, -0.378], [-0.011, 0.012, 1.526], [-0.414, 0.448, -0.381], [-0.900, -0.848, -0.130], [0.145, -0.033, 1.236], [-0.220, -0.428, -0.329], [-0.275, 0.359, -0.436], [-0.653, -0.094, 0.236], [0.031, -0.825, -0.947], [-0.712, 0.836, 0.904], [-0.242, 0.434, -0.264], [-0.347, 0.709, 1.293], [0.286, 0.006, -0.470], [0.714, 0.173, 0.118], [0.902, -0.598, 0.176], [0.207, 0.223, -0.685], [0.172, -0.121, -0.139], [0.399, 0.186, -0.351], [-0.151, -0.044, 0.433], [0.543, -0.291, -0.808], [-0.540, -0.210, 0.333], [0.321, 0.111, -0.144], [0.013, 0.194, 0.039], [0.142, -0.114, 0.056], [0.086, 0.157, 0.181], [0.047, -0.220, 0.274], [-0.145, 0.327, -0.039], [0.026, -0.317, 0.071], [-0.168, 0.292, -0.024], [-0.012, -0.313, -0.119], [0.030, 0.018, 0.013], [0.194, -0.652, 0.190], [-0.151, 0.080, 0.410], [0.372, -0.362, -0.887], [-0.260, 0.351, -0.107], [0.286, 0.183, 0.064], [-0.092, -0.065, 0.247], [-0.045, 0.095, 0.174], [0.135, 0.099, 0.260], [-0.073, -0.308, -0.011], [-0.203, -0.021, 0.281], [0.157, -0.370, 0.197], [0.026, 0.111, -0.084], [0.054, 0.343, -0.365], [0.006, 0.093, 0.146], [-0.010, 0.011, -0.028], [0.151, 0.173, -0.083], [0.128, -0.157, -0.004], [0.099, 0.056, 0.025], [-0.171, -0.216, -0.051], [-0.162, 0.053, 0.568], [0.354, -0.595, 0.203], [-0.017, 0.044, -0.014], [0.439, -0.409, 0.314], [0.298, -0.428, 0.148], [0.571, 0.024, -0.442], [-0.011, -0.206, 0.552], [-0.099, -0.019, 0.030], [-0.390, -0.344, -0.043], [-0.078, 0.001, 0.556], [0.112, -0.092, 0.013], [-0.114, -0.108, 0.105], [-0.458, 0.205, -0.243], [-0.237, 0.327, -0.023], [0.148, -0.244, -0.068], [0.006, 0.245, 0.118], [0.268, -0.210, 0.144]], "e_tot_ev": -140256.0032, "orbital_gap_ev": 5.15, "fmax_ev_per_a": 5.9, "e_homo_ev": -3.73, "total_charge": -1, "relative_energy_ev": 0.0000, "multiplicity": 1, "lumo_ev": 1.4269}


{"formula": "C4H4N2OS", "method": "ωB97M-V with the def2-TZVPD basis set", "symbols": ["S", "O", "N", "N", "C", "C", "C", "C", "H", "H", "H", "H"], "xyz": [[2.522, -0.478, -0.076], [-2.444, -1.320, -0.081], [-1.730, 0.771, -0.009], [-0.099, -0.959, 0.242], [-0.733, 1.745, -0.008], [-1.347, -0.513, 0.035], [0.940, -0.019, 0.065], [0.544, 1.421, 0.081], [-1.114, 2.732, -0.166], [1.296, 2.152, -0.130], [-1.912, -2.192, -0.312], [-2.699, 1.026, -0.200]], "forces_ev_per_angstrom": [[-0.720, 0.153, 0.017], [3.696, -2.545, -0.679], [0.472, 0.892, -0.178], [-2.269, 1.103, -1.415], [-1.250, -0.120, -0.074], [0.715, -0.378, 0.992], [-0.223, 0.276, 0.815], [0.650, -1.522, -0.864], [0.061, 0.502, 0.109], [0.341, 0.248, 0.384], [-2.045, 1.740, 0.783], [0.572, -0.348, 0.111]], "e_tot_ev": -20075.1728, "orbital_gap_ev": 8.35, "fmax_ev_per_a": 4.5, "e_homo_ev": -8.12, "total_charge": 0, "smiles": "Oc1nc(=S)cc[nH]1", "relative_energy_ev": 0.5570, "multiplicity": 1, "lumo_ev": 0.2328}


{"formula": "C5H12NO", "method": "ωB97M-V with the def2-TZVPD basis set", "symbols": ["O", "N", "C", "C", "C", "C", "C", "H", "H", "H", "H", "H", "H", "H", "H", "H", "H", "H", "H"], "xyz": [[-0.233, -2.001, 1.598], [0.981, -1.345, -0.319], [-0.992, 0.208, 0.318], [0.933, -1.845, 1.128], [0.612, 0.765, -1.649], [0.479, 0.066, -0.258], [-1.320, 1.686, 0.551], [-1.864, 1.811, 1.412], [1.513, 1.373, -1.764], [-1.726, -0.506, -0.347], [-0.372, 1.204, -2.083], [1.095, 0.623, 0.501], [1.441, -2.876, 0.984], [0.760, -0.053, -2.515], [-1.972, 2.008, -0.377], [1.578, -1.172, 1.761], [0.378, -1.938, -1.009], [-0.314, 2.284, 0.728], [-0.978, -0.292, 1.341]], "forces_ev_per_angstrom": [[-2.939, -1.341, 1.729], [-0.936, 0.378, 0.176], [0.367, -2.178, -0.169], [3.383, -0.052, -3.316], [-1.147, -2.248, -2.685], [-0.892, 0.097, -0.325], [1.266, 0.412, -3.637], [-1.546, 0.340, 1.910], [-0.510, 0.332, 0.174], [1.464, 2.193, 1.515], [1.788, -0.009, 1.301], [-0.167, -0.607, -0.774], [-0.521, 0.905, 0.816], [-0.067, 1.291, 2.077], [1.597, 0.176, 1.924], [-0.062, -0.583, -0.640], [1.190, 1.341, 1.981], [-2.114, -0.948, -0.852], [-0.152, 0.500, -1.205]], "e_tot_ev": -8913.0920, "orbital_gap_ev": [10.24, 7.33], "fmax_ev_per_a": 4.7, "e_homo_ev": [-9.13, -8.99], "total_charge": 0, "s2": 0.7552, "relative_energy_ev": 2.0950, "multiplicity": 2, "lumo_ev": [1.1103, -1.6663]}